(1)
77
Properties=species:S:1:pos:R:3 method="wB97M-V/def2-TZVPD" largest_force_ev_per_a=5.3 e_tot_ha=-2251.11232 total_charge=+4 homo_energy_ev=-20.5 lumo_ev=-14.9 orbital_gap_ev=5.588 multiplicity=1
Hf 0.000 0.000 0.000
P -0.706 2.552 -0.461
P -1.887 -1.915 0.005
P 2.600 -0.685 0.006
O 1.704 1.982 2.045
O -2.454 0.898 2.047
N 0.420 -2.424 4.065
N 0.333 -1.384 1.876
N -0.541 -0.153 3.817
C -1.253 -0.318 -3.348
C 0.208 3.849 -1.506
C -3.518 -1.949 -0.969
C -1.319 -3.720 -0.167
C -1.818 -0.272 4.526
C 0.734 -1.568 -3.141
C 0.083 -1.304 3.187
C 0.089 -2.383 5.491
C 1.425 -0.425 -3.377
C 3.460 -0.971 1.686
C -0.588 -1.499 -3.318
C 0.269 0.968 4.239
C -2.798 -2.289 1.640
C -2.510 2.894 -0.950
C 1.121 1.317 1.326
C -0.802 3.750 1.022
C -1.626 0.580 1.330
C -0.510 0.768 -3.573
C 3.866 0.642 -0.496
C 0.835 0.773 -3.402
C 3.402 -2.246 -0.723
C 1.138 -3.604 3.598
H 0.201 1.106 5.340
H 0.195 4.027 1.363
H 0.505 -1.465 5.958
H 1.216 -2.532 -3.118
H 1.340 0.784 4.033
H -3.362 -3.219 1.571
H -1.315 4.672 0.749
H 0.126 3.648 -2.573
H 0.744 -2.260 1.533
H 4.544 -1.004 1.571
H 3.155 -1.922 2.121
H 4.435 -2.346 -0.390
H 0.498 -3.245 6.057
H 3.831 1.477 0.203
H -2.320 -0.270 -3.489
H -0.685 -3.996 0.676
H 3.423 -2.225 -1.811
H -4.175 -2.738 -0.605
H -1.003 1.668 -3.902
H 1.294 -4.353 4.402
H 1.264 3.869 -1.232
H -2.371 -1.188 4.251
H -3.181 2.586 -0.148
H 2.487 -0.477 -3.549
H 4.877 0.235 -0.481
H -2.668 3.958 -1.126
H -0.746 -3.892 -1.075
H -0.203 4.845 -1.342
H -1.342 3.312 1.861
H 3.677 1.040 -1.491
H -2.806 2.357 -1.848
H 2.145 -3.329 3.260
H -3.355 -2.139 -2.029
H -1.137 -2.417 -3.442
H -1.660 -0.274 5.625
H -1.007 -2.438 5.633
H 3.231 -0.180 2.397
H 0.574 -4.108 2.791
H -2.106 -2.388 2.475
H -2.175 -4.395 -0.175
H 2.854 -3.130 -0.398
H -2.467 0.605 4.340
H -0.108 1.901 3.768
H -4.036 -0.996 -0.858
H -3.511 -1.500 1.878
H 1.430 1.654 -3.584

***

(2)
99
Properties=species:S:1:pos:R:3 method="wB97M-V/def2-TZVPD" de_lowest_kj_mol=0.0 largest_force_ev_per_a=2.3 e_tot_ha=-5313.58150 total_charge=+1 homo_energy_ev=-7.4 lumo_ev=-5.9 orbital_gap_ev=1.506 multiplicity=1
I 1.311 -0.462 -0.613
Cl -2.685 4.140 -1.569
Cl -0.353 2.467 -1.124
Cl -0.226 5.319 -0.557
S -0.562 -1.050 1.776
Al -4.687 1.093 7.061
Mg -2.987 -2.083 3.853
Na -6.157 4.279 8.080
F -5.514 -0.221 7.677
F 6.948 -8.511 -1.448
F 6.489 -9.968 0.091
F -5.777 2.434 6.965
F 7.936 -8.404 0.472
F -3.441 1.554 8.085
F -4.091 0.733 5.520
O 1.855 7.651 0.869
O -0.631 0.783 -4.971
O -2.603 -2.649 -0.073
O 1.631 -3.703 -1.537
O 4.601 -7.858 -0.385
O 0.620 -0.865 2.533
O -3.594 7.583 -1.248
O -1.534 -1.972 2.370
O -0.375 -3.115 -2.263
O -1.883 -6.593 -0.558
O 5.740 -7.141 1.425
O -1.021 -8.571 -0.494
N -0.291 -1.511 0.207
N -1.404 -7.582 -1.082
N 0.532 7.352 -3.501
C 0.468 -3.323 -1.346
C -1.344 0.540 1.692
C 2.713 8.708 0.471
C 4.088 8.250 0.015
C 2.533 7.622 3.238
C -4.645 -0.744 0.702
C 3.572 -5.637 -0.371
C -0.922 4.052 -1.598
C -3.762 -3.076 0.579
C 6.779 -8.675 -0.129
C -0.134 -3.016 0.101
C 2.310 6.849 1.952
C -4.933 -2.178 0.274
C -1.268 -7.578 -2.566
C 1.862 -3.801 1.506
C -0.133 -1.499 -4.654
C 0.077 -0.179 -5.519
C -1.568 -3.631 0.048
C 3.441 -7.093 0.012
C 0.564 -3.660 1.292
C 5.653 -7.777 0.412
C -2.690 8.303 -2.059
H 2.674 -5.077 -0.161
H -3.449 6.645 -1.411
H -1.846 -8.414 -2.947
H 3.315 8.374 3.135
H 0.447 -2.315 -5.091
H -1.976 0.531 0.811
H 2.165 -4.586 2.182
H 4.643 7.763 0.816
H -4.005 -4.104 0.305
H 0.164 6.864 -4.321
H -2.847 9.363 -1.881
H -5.558 -0.165 0.686
H 3.777 -5.546 -1.437
H -4.249 -0.743 1.724
H 2.798 9.450 1.271
H -0.191 -0.480 -6.554
H -0.214 -7.697 -2.795
H -0.095 -4.001 2.075
H -0.576 1.289 1.619
H 4.402 -5.165 0.159
H 4.676 9.103 -0.323
H 2.641 -3.217 1.050
H -0.593 4.233 -2.614
H -1.994 0.654 2.551
H -1.178 -1.799 -4.640
H -5.740 -2.518 0.916
H 1.536 7.507 -3.618
H 3.214 6.301 1.667
H 1.177 -0.037 -5.559
H -2.864 8.092 -3.121
H -1.644 -6.634 -2.943
H -1.618 -4.360 -0.741
H 1.533 6.101 2.112
H 0.055 8.250 -3.395
H -1.758 -4.182 0.966
H 2.205 9.205 -0.359
H -3.882 -0.287 0.083
H 4.003 7.536 -0.807
H 0.370 6.786 -2.660
H 2.599 -7.543 -0.510
H 0.183 -1.354 -3.634
H -3.646 -3.098 1.682
H 1.618 8.136 3.537
H -5.223 -2.225 -0.768
H -1.651 8.050 -1.792
H 3.263 -7.217 1.080
H 2.829 6.942 4.037

***

(3)
83
Properties=species:S:1:pos:R:3 method="wB97M-V/def2-TZVPD" de_lowest_kj_mol=0.0 largest_force_ev_per_a=0.6 e_tot_ha=-2192.48102 homo_energy_ev=-9.3 lumo_ev=0.6 orbital_gap_ev=9.966 multiplicity=1
S -4.392 -1.240 -1.021
O -4.907 0.249 -1.390
O -2.863 -0.694 -0.811
O -0.736 1.064 0.157
O -1.453 3.375 -4.739
O -1.204 6.406 -1.529
O -4.064 2.436 -0.865
O -5.153 1.146 0.821
O 5.237 -1.001 6.686
O -0.866 -5.145 4.984
O -4.414 -1.989 -2.258
O -0.612 -1.084 -3.966
O 1.769 -2.299 2.488
C -0.323 8.512 -2.195
C -0.764 -4.699 2.647
C -0.610 2.382 -0.347
C 0.303 -2.981 -5.069
C 1.963 -1.507 3.383
C -0.065 -1.522 -4.951
C -0.111 0.087 -0.653
C 2.053 -0.025 3.118
C 6.050 -1.888 6.793
C -0.654 6.565 -3.839
C -2.926 1.547 -4.381
C 6.917 -2.025 8.021
C -1.955 -1.783 -0.522
C -3.736 3.983 -4.427
C 0.409 -6.707 3.722
C 2.121 -1.945 4.815
C -0.772 7.088 -2.430
C 0.281 -0.638 -6.124
C -2.590 3.008 -4.540
C -0.533 -1.307 -0.223
C -0.456 -5.481 3.898
C 6.253 -2.919 5.708
B -4.674 1.286 -0.453
H 7.286 -2.894 5.357
H 0.143 2.436 -1.141
H -1.954 -2.439 -1.396
H 3.091 -1.625 5.205
H 1.286 0.503 3.687
H 6.067 -3.919 6.103
H 5.580 -2.723 4.877
H 1.357 -0.667 -6.307
H 1.368 -6.424 3.283
H -1.283 -5.329 1.921
H 1.920 0.174 2.057
H -0.300 3.043 0.468
H -0.191 -3.421 -5.937
H 0.003 -3.512 -4.170
H -4.592 1.572 1.478
H 7.971 -1.972 7.742
H -0.316 -1.391 0.847
H -0.213 -1.003 -7.026
H 0.140 -2.006 -0.730
H -2.020 0.949 -4.454
H 3.022 0.353 3.451
H -4.490 3.756 -5.183
H -0.455 8.775 -1.149
H 0.727 8.624 -2.474
H -0.070 -7.408 3.035
H -3.531 2.297 -1.655
H -0.026 0.386 -5.923
H 2.029 -3.027 4.889
H 0.385 6.615 -4.171
H -3.380 5.002 -4.556
H -3.382 1.354 -3.411
H 1.357 -1.474 5.435
H -1.564 2.748 -0.734
H -1.384 -3.840 2.895
H 0.169 -4.352 2.198
H -4.212 3.883 -3.449
H 0.978 0.143 -0.491
H 0.570 -7.187 4.684
H 6.752 -2.998 8.488
H -0.900 9.194 -2.822
H -1.245 7.186 -4.517
H -0.290 0.263 -1.722
H 1.380 -3.084 -5.219
H -0.997 5.535 -3.891
H 6.684 -1.234 8.728
H -2.350 -2.348 0.332
H -3.645 1.231 -5.138